Record 1
{
  "formula": "C54H48BHfN8OP2",
  "method": "the ωB97M-V functional and the def2-TZVPD basis",
  "energy_ha": -3355.144621,
  "orbital_gap_ev": 7.00,
  "largest_force_ha_per_bohr": 0.026,
  "e_lumo_ev": -3.32,
  "homo_ev": -10.31,
  "charge": 1,
  "species": ["C", "H", "H", "C", "H", "C", "C", "C", "H", "C", "H", "P", "N", "N", "H", "H", "H", "H", "C", "C", "C", "H", "C", "C", "H", "H", "C", "C", "H", "C", "H", "C", "C", "C", "H", "H", "C", "H", "C", "C", "H", "C", "H", "C", "C", "N", "H", "C", "H", "H", "C", "C", "H", "H", "C", "C", "H", "H", "C", "C", "C", "H", "C", "N", "C", "C", "H", "N", "C", "H", "Hf", "P", "H", "N", "C", "H", "C", "C", "H", "H", "C", "C", "C", "H", "O", "N", "C", "B", "H", "C", "H", "H", "C", "C", "H", "C", "H", "H", "H", "C", "C", "C", "H", "N", "C", "C", "C", "H", "H", "H", "H", "C", "C", "H", "H"],
  "xyz": [[-5.749, 1.612, -2.490], [4.283, -1.776, -2.393], [2.306, 2.189, 2.663], [-4.618, 1.441, -1.707], [-5.105, -0.834, -4.732], [-1.829, -1.851, -0.870], [5.680, -1.084, -3.847], [3.113, -5.078, 3.575], [6.009, -4.985, 1.822], [-5.939, 0.802, -3.592], [0.596, -1.112, 0.711], [2.749, -1.314, 1.906], [-0.505, 1.819, 0.886], [-0.730, 2.041, -2.151], [0.421, 0.206, -4.966], [6.001, -2.085, -4.104], [-4.975, 1.812, 0.345], [1.002, -2.773, 1.047], [0.506, 0.415, 5.560], [0.576, 3.479, 2.823], [-5.167, -3.455, 4.949], [-1.366, 4.810, -3.694], [5.055, -4.664, 2.221], [1.786, -0.736, 3.352], [4.545, 2.479, -2.908], [2.177, 3.198, -0.124], [2.103, 2.059, -1.894], [-3.897, -0.289, -3.066], [0.993, 4.120, 3.588], [4.329, -5.503, 3.051], [-4.759, 3.273, -0.588], [1.773, 3.105, -1.128], [-4.994, -0.173, -3.885], [-0.238, -0.197, 4.565], [1.435, -2.810, -1.213], [0.656, 4.937, -0.943], [-0.578, 4.138, -3.371], [-1.319, -0.220, 4.630], [-3.900, -1.827, 3.084], [-1.256, -2.563, -1.859], [1.316, 5.522, -3.300], [5.830, 1.292, -4.140], [2.041, 1.309, -3.911], [0.777, 4.091, -1.618], [2.524, -0.111, 4.362], [0.012, 1.791, -3.378], [5.148, -2.731, 1.291], [-4.390, 2.253, -0.473], [-1.032, -2.053, -3.989], [2.087, -1.053, -2.620], [4.854, 1.473, -3.170], [-3.166, -2.766, 3.814], [1.677, -3.493, 3.686], [-1.341, -3.638, -1.986], [1.844, -0.758, -1.597], [0.906, 4.539, -3.095], [7.003, -0.129, -5.240], [-6.970, -2.435, 4.397], [-1.221, 2.848, 1.390], [-5.906, -2.523, 4.226], [-3.243, -0.987, 2.123], [-6.463, 2.380, -2.226], [6.242, 0.012, -4.484], [-0.194, -0.624, -2.882], [1.421, -1.825, 0.705], [-0.110, 3.009, -4.285], [0.011, 0.864, 6.412], [-3.698, 0.503, -2.001], [3.344, -2.968, 2.428], [-2.366, -2.467, -0.151], [-1.804, 0.514, -0.565], [3.057, 0.669, -1.192], [3.015, -2.304, -0.682], [-6.350, -4.983, 6.676], [4.270, 0.378, -2.534], [-0.213, -1.257, 2.716], [-2.691, -0.260, 1.314], [-3.795, -3.573, 4.743], [2.481, 0.921, 6.238], [-5.842, -0.980, 2.744], [4.703, -0.902, -2.877], [-2.647, 3.023, 0.913], [-5.275, -1.713, 3.301], [-2.101, -2.856, 3.651], [-3.383, 3.805, 1.483], [-2.979, 2.231, -0.141], [0.733, 1.621, 1.346], [-0.342, 0.438, -4.060], [6.269, 2.152, -4.628], [1.371, 3.385, -4.021], [2.083, 3.611, -4.807], [-3.229, -4.298, 5.313], [2.622, -3.820, 3.264], [1.893, 0.448, 5.462], [1.288, 0.785, 0.938], [-0.656, 3.465, -1.976], [-1.350, 4.487, 2.715], [-1.446, 3.803, -1.314], [-1.499, 0.471, -4.398], [1.550, 2.049, -3.283], [0.398, -0.784, 3.476], [4.566, -3.398, 1.918], [-0.567, 2.799, -5.246], [0.441, -0.266, -1.639], [-0.712, 3.696, 2.349], [1.966, -1.995, -0.714], [-0.775, -1.776, -2.967], [-3.150, -1.047, -3.244], [-6.814, 0.924, -4.217], [4.712, -6.484, 3.299], [0.457, 0.758, -1.631], [1.308, 2.420, 2.316], [-5.824, -4.305, 5.911], [2.551, -5.727, 4.234], [3.604, -0.055, 4.277]],
  "atomic_forces_ev_per_a": [[-0.02, 0.00, -0.02], [0.02, 0.00, 0.00], [-0.04, 0.03, -0.01], [0.00, -0.07, -0.08], [-0.01, 0.01, 0.01], [-0.30, -0.07, -0.01], [-0.02, 0.01, 0.00], [0.02, 0.00, 0.00], [-0.01, 0.00, -0.01], [-0.03, -0.01, -0.03], [-0.04, 0.01, 0.01], [0.08, 0.07, 0.00], [-0.31, 0.02, 0.01], [-0.34, -0.17, -0.09], [-0.03, 0.01, 0.12], [0.00, 0.01, 0.01], [-0.03, 0.01, 0.01], [-0.09, 0.00, 0.01], [0.02, 0.01, 0.00], [-0.03, -0.02, 0.00], [-0.06, -0.11, 0.10], [0.01, -0.01, -0.01], [-0.02, 0.02, 0.02], [0.00, -0.11, 0.07], [0.01, 0.00, 0.00], [-0.04, -0.01, -0.09], [-0.03, 0.03, -0.12], [0.00, -0.01, 0.07], [0.00, 0.00, -0.01], [-0.02, 0.03, 0.00], [0.00, 0.02, -0.09], [0.00, 0.09, 0.07], [-0.03, 0.00, -0.03], [0.01, -0.05, -0.06], [-0.02, 0.00, 0.02], [0.03, 0.01, -0.01], [0.08, -0.01, 0.02], [-0.02, -0.02, -0.01], [0.05, 0.05, -0.02], [0.11, 0.05, -0.03], [0.00, 0.00, 0.02], [-0.03, 0.01, 0.00], [-0.04, -0.02, -0.03], [-0.03, -0.03, -0.03], [-0.05, -0.02, 0.00], [0.01, 0.07, 0.13], [-0.01, 0.00, 0.01], [0.11, 0.06, 0.09], [-0.05, 0.02, 0.02], [0.05, 0.03, -0.05], [0.02, 0.01, 0.00], [-0.03, 0.01, 0.01], [0.03, 0.01, -0.02], [0.04, -0.01, -0.02], [-0.03, -0.01, -0.20], [-0.07, -0.07, -0.04], [-0.01, 0.00, 0.01], [0.01, 0.00, -0.01], [0.04, -0.11, -0.04], [-0.03, 0.03, -0.02], [-0.08, 0.13, 0.19], [0.00, -0.01, -0.01], [0.02, -0.01, 0.02], [0.10, -0.12, 0.07], [0.08, -0.29, 0.15], [0.13, 0.08, 0.04], [0.01, 0.00, -0.01], [0.20, 0.14, 0.46], [-0.06, 0.03, -0.06], [-0.01, 0.01, 0.03], [0.85, 0.09, -1.03], [0.06, 0.02, 0.11], [0.01, 0.00, 0.01], [0.00, -0.01, 0.01], [0.00, -0.02, -0.04], [0.00, 0.01, -0.01], [0.15, -0.24, 0.06], [0.05, -0.02, 0.00], [0.00, -0.01, 0.00], [0.00, -0.01, 0.00], [0.00, 0.01, -0.02], [0.02, -0.19, -0.10], [-0.01, 0.01, 0.02], [0.02, 0.00, -0.01], [-0.02, 0.10, -0.03], [-0.20, 0.11, 0.37], [-0.16, -0.11, 0.06], [0.02, 0.05, -0.11], [-0.01, 0.00, 0.01], [-0.11, -0.07, 0.06], [0.00, 0.02, 0.00], [0.00, 0.00, -0.01], [-0.05, 0.00, 0.03], [-0.01, 0.00, 0.00], [-0.03, 0.12, -0.01], [0.07, 0.02, 0.09], [0.02, 0.00, 0.01], [-0.02, 0.00, 0.00], [0.06, -0.05, 0.03], [0.06, 0.04, -0.04], [0.00, 0.03, -0.01], [0.05, 0.01, -0.02], [0.00, -0.03, 0.01], [-0.30, 0.10, 0.12], [0.04, 0.01, 0.04], [0.04, -0.07, 0.10], [-0.04, 0.05, 0.06], [-0.01, 0.00, 0.00], [0.01, 0.00, 0.01], [-0.01, 0.01, 0.00], [0.09, 0.10, -0.20], [0.02, 0.06, 0.03], [0.07, 0.11, -0.11], [0.00, 0.00, -0.01], [0.00, -0.01, 0.00]]
}

Record 2
{
  "formula": "C6H10O3",
  "method": "the ωB97M-V functional and the def2-TZVPD basis",
  "energy_ha": -460.005827,
  "orbital_gap_ev": 7.82,
  "largest_force_ha_per_bohr": 0.141,
  "e_lumo_ev": -1.61,
  "homo_ev": -9.44,
  "species": ["C", "H", "H", "H", "C", "H", "C", "O", "H", "O", "C", "H", "C", "H", "C", "H", "O", "H", "H"],
  "xyz": [[1.901, -1.003, -0.356], [-2.069, 0.939, 1.094], [-0.805, -1.213, 1.550], [1.926, 1.649, -0.283], [0.830, 1.896, -0.035], [-1.713, 2.190, 0.017], [0.037, 0.813, 0.329], [3.041, -0.551, -0.289], [2.026, -2.191, -0.233], [-1.240, -2.320, -0.434], [-1.447, 1.103, 0.272], [-0.418, -0.049, -1.725], [0.529, -0.513, 0.048], [-1.908, -1.520, -0.403], [-0.407, -1.896, 0.577], [0.878, 2.924, 0.493], [-1.894, 0.245, -0.868], [0.692, 2.299, -1.005], [0.042, -2.801, 1.249]],
  "atomic_forces_ev_per_a": [[2.59, -2.72, 2.91], [-0.78, -1.12, 1.55], [-0.38, -2.03, -2.42], [-1.25, -0.09, 1.31], [5.86, 4.27, -0.50], [1.09, -1.24, 0.21], [-0.59, -4.06, -1.28], [-1.83, 1.38, -0.85], [-1.44, 1.80, -1.16], [-1.81, 1.80, 1.45], [0.21, 0.11, -3.66], [-3.20, 0.64, 2.95], [-1.13, -0.86, 1.27], [1.33, -1.66, -1.15], [1.34, 2.99, 3.38], [-0.54, -1.98, 0.13], [2.13, 0.41, -0.26], [-1.52, 0.18, -1.46], [-0.07, 2.17, -2.42]]
}

Record 3
{
  "formula": "C8H8INS",
  "method": "the ωB97M-V functional and the def2-TZVPD basis",
  "energy_ha": -1060.141364,
  "smiles": "N=C=C/C=C\\I.c1ccsc1",
  "orbital_gap_ev": 8.46,
  "largest_force_ha_per_bohr": 0.064,
  "e_lumo_ev": 0.57,
  "homo_ev": -7.90,
  "species": ["S", "C", "H", "H", "I", "N", "C", "H", "C", "H", "C", "C", "C", "H", "H", "C", "H", "C", "H"],
  "xyz": [[1.875, 0.247, 0.135], [0.434, 1.991, -1.022], [0.071, -1.988, 2.551], [0.674, 1.967, 1.230], [-2.605, -0.346, -0.832], [-1.011, -3.376, 0.035], [-0.737, -2.490, 0.817], [-0.703, 0.345, 2.607], [-1.607, 0.519, 0.805], [-1.444, 1.535, 0.675], [0.861, 1.610, 0.218], [1.937, 0.321, -1.668], [-0.561, -1.631, 1.773], [0.977, 1.733, -3.130], [-0.475, -3.698, -0.801], [-0.963, -0.212, 1.739], [-0.298, 2.692, -0.908], [1.123, 1.306, -2.090], [2.452, -0.523, -2.135]],
  "atomic_forces_ev_per_a": [[0.90, -0.03, -1.64], [2.52, -1.36, 1.63], [0.24, -0.04, 0.76], [-0.36, 0.17, -0.62], [0.24, 0.40, 0.13], [0.41, -0.46, -0.25], [-0.25, -1.65, -1.91], [0.79, 0.48, 0.54], [0.07, -3.07, 0.30], [-0.60, 1.62, 0.38], [0.97, -0.88, -0.22], [-0.05, -1.02, 2.05], [-0.66, 1.75, 0.34], [0.29, -1.25, 1.21], [-0.38, 0.90, 1.12], [-0.87, -0.42, -0.92], [-1.81, 2.23, -1.36], [-1.34, 1.82, -1.35], [-0.11, 0.81, -0.19]]
}

Copy entry 2 word for word.
{
  "formula": "C6H10O3",
  "method": "the ωB97M-V functional and the def2-TZVPD basis",
  "energy_ha": -460.005827,
  "orbital_gap_ev": 7.82,
  "largest_force_ha_per_bohr": 0.141,
  "e_lumo_ev": -1.61,
  "homo_ev": -9.44,
  "species": ["C", "H", "H", "H", "C", "H", "C", "O", "H", "O", "C", "H", "C", "H", "C", "H", "O", "H", "H"],
  "xyz": [[1.901, -1.003, -0.356], [-2.069, 0.939, 1.094], [-0.805, -1.213, 1.550], [1.926, 1.649, -0.283], [0.830, 1.896, -0.035], [-1.713, 2.190, 0.017], [0.037, 0.813, 0.329], [3.041, -0.551, -0.289], [2.026, -2.191, -0.233], [-1.240, -2.320, -0.434], [-1.447, 1.103, 0.272], [-0.418, -0.049, -1.725], [0.529, -0.513, 0.048], [-1.908, -1.520, -0.403], [-0.407, -1.896, 0.577], [0.878, 2.924, 0.493], [-1.894, 0.245, -0.868], [0.692, 2.299, -1.005], [0.042, -2.801, 1.249]],
  "atomic_forces_ev_per_a": [[2.59, -2.72, 2.91], [-0.78, -1.12, 1.55], [-0.38, -2.03, -2.42], [-1.25, -0.09, 1.31], [5.86, 4.27, -0.50], [1.09, -1.24, 0.21], [-0.59, -4.06, -1.28], [-1.83, 1.38, -0.85], [-1.44, 1.80, -1.16], [-1.81, 1.80, 1.45], [0.21, 0.11, -3.66], [-3.20, 0.64, 2.95], [-1.13, -0.86, 1.27], [1.33, -1.66, -1.15], [1.34, 2.99, 3.38], [-0.54, -1.98, 0.13], [2.13, 0.41, -0.26], [-1.52, 0.18, -1.46], [-0.07, 2.17, -2.42]]
}

What is the formula in the third record? C8H8INS